Record 1
Molecular formula: C15H23BaI2N4S2
Method: DFT, wB97M-V/def2-TZVPD

```
47
Properties=species:S:1:pos:R:3:lowdin_spin:R:1
Ba -0.223 0.109 -0.396 0.104
I 2.844 0.081 4.082 0.001
C 2.348 2.224 4.180 0.000
I 2.611 3.656 2.495 0.000
H 3.017 2.618 4.956 0.000
H 1.292 2.169 4.287 0.000
C 5.186 0.314 -1.760 0.000
C 3.898 -0.031 -0.894 0.000
N 2.565 0.447 -1.501 0.001
C 2.804 1.850 -2.015 0.005
C 3.848 2.018 -3.114 0.001
N 4.601 0.727 -3.136 0.000
C 3.627 -0.420 -3.643 0.000
C 2.397 -0.431 -2.709 0.005
H 5.742 -0.653 -1.915 0.000
H 5.871 1.042 -1.358 0.000
H 4.064 0.324 0.148 0.000
H 3.780 -1.122 -0.817 0.000
H 3.065 2.527 -1.151 0.000
H 1.827 2.113 -2.452 0.006
H 4.516 2.877 -2.927 0.000
H 3.289 2.154 -4.055 0.000
H 5.363 0.764 -3.821 0.000
H 4.249 -1.351 -3.502 0.000
H 3.383 -0.258 -4.730 0.000
H 2.127 -1.467 -2.299 0.001
H 1.465 -0.097 -3.200 0.006
S -2.172 0.203 -3.629 0.347
C -0.743 0.388 -2.903 0.518
N -2.583 -1.381 3.790 0.000
C -2.331 -1.673 2.494 0.000
S -0.770 -2.101 1.946 0.002
N -3.366 -1.695 1.624 0.000
C -4.723 -1.335 1.824 0.000
C -5.269 -0.463 0.820 0.000
C -6.636 -0.190 0.789 0.000
C -7.488 -0.905 1.663 0.000
C -6.883 -1.730 2.616 0.000
C -5.522 -2.001 2.740 0.000
H -1.750 -1.286 4.386 0.000
H -3.453 -0.927 4.001 0.000
H -3.068 -1.696 0.665 0.000
H -4.560 0.053 0.183 0.001
H -7.062 0.459 -0.024 0.000
H -8.534 -0.818 1.539 0.000
H -7.541 -2.297 3.299 0.000
H -5.102 -2.786 3.423 0.000
```

Values from the calculation:
- E_HOMO (alpha / beta): -11.1 / -13.4 eV
- Total charge: +2
- 2S+1: 2
- Frontier orbital gap (alpha / beta): 5.42 / 7.73 eV

=====

Record 2
Molecular formula: C14H14Cl12N3O4V
Method: DFT, wB97M-V/def2-TZVPD

```
48
Properties=species:S:1:pos:R:3:lowdin_spin:R:1
O 3.451 -23.678 -5.590 -0.190
V 3.370 -22.373 -6.411 1.196
N 3.597 -19.254 -7.902 0.000
O 3.438 -20.450 -7.438 0.001
O 2.652 -18.773 -8.524 0.000
O 4.663 -18.683 -7.734 0.000
N 4.105 -23.311 -8.248 -0.011
C 3.936 -22.649 -9.425 0.004
C 4.507 -23.036 -10.633 -0.001
C 5.271 -24.183 -10.663 0.006
C 5.547 -24.819 -9.453 -0.001
C 4.940 -24.371 -8.313 0.003
H 3.278 -21.791 -9.409 0.000
H 4.360 -22.374 -11.474 0.000
H 5.724 -24.490 -11.597 0.000
H 6.018 -25.789 -9.388 0.000
H 5.120 -24.938 -7.409 0.000
N 5.572 -21.948 -5.808 -0.013
C 5.908 -20.671 -5.590 0.002
C 7.208 -20.236 -5.386 -0.001
C 8.240 -21.163 -5.410 0.003
C 7.902 -22.495 -5.618 -0.001
C 6.578 -22.850 -5.784 0.001
H 5.100 -19.960 -5.491 0.000
H 7.387 -19.192 -5.177 0.000
H 9.267 -20.835 -5.336 0.000
H 8.660 -23.260 -5.707 0.000
H 6.332 -23.898 -5.863 0.000
C 2.418 -16.892 -9.627 0.000
Cl 2.174 -17.572 -11.257 0.000
Cl 0.833 -16.611 -8.833 0.000
Cl 3.281 -15.354 -9.687 0.000
H 3.058 -17.536 -9.036 0.000
C 7.337 -18.584 -9.089 0.000
Cl 6.521 -17.529 -10.216 0.000
Cl 7.862 -17.609 -7.700 0.000
Cl 8.767 -19.365 -9.807 0.000
H 6.724 -19.397 -8.722 0.000
C 0.583 -21.056 -9.155 0.000
Cl -0.260 -20.808 -10.683 0.000
Cl 1.392 -22.623 -9.235 0.001
Cl -0.517 -20.940 -7.769 0.001
H 1.319 -20.272 -9.022 0.000
C 4.633 -15.843 -5.870 0.000
Cl 5.727 -14.447 -5.763 0.000
Cl 2.919 -15.337 -5.763 0.000
Cl 4.975 -16.966 -4.567 0.000
H 4.779 -16.340 -6.821 0.000
```

Values from the calculation:
- E_HOMO (alpha / beta): -12.1 / -12.1 eV
- Total charge: +1
- 2S+1: 2
- Frontier orbital gap (alpha / beta): 6.26 / 6.68 eV